Density functional theory data (ωB97M-V/def2-TZVPD) for a cluster of 15 separate species, C65H131N11O13 in total in a non-equilibrium geometry.

Summary:
Total energy, eV: -112513.6932
Charge: +2
Gap between HOMO and LUMO, eV: 0.86
LUMO, eV: -10.3

Last columns: bonded neighbours and bond lengths (Å).
Cartesian coordinates (Å):
1 C 3.4350 -3.9994 -5.4551  H22 1.089, H31 1.111, C110 1.529, H166 1.038
2 H -0.9252 -4.7602 -4.2245  C45 1.084
3 H 5.3962 -6.1801 -13.3111  no bonds
4 C -2.2615 -4.7222 -5.8869  C10 1.548, C45 1.502, H181 1.096, H207 1.082
5 H 2.1437 -2.9745 6.7429  C159 1.063
6 H -1.6238 -3.2924 6.7158  C218 1.087
7 H 1.3074 2.2171 -0.5830  C163 1.151
8 H -3.3532 -2.8565 -8.7231  N194 1.014
9 H 2.4671 5.2846 2.0555  C180 1.080
10 C -1.8959 -5.9378 -6.7730  C4 1.548, C41 1.523, H91 1.070, H160 1.091
11 H 0.8043 0.6890 4.4292  C105 1.095
12 H -1.6361 -0.7772 9.4024  C112 1.058
13 H -1.7101 7.0897 -3.3612  C198 1.116
14 H 3.0770 -5.6339 -0.1130  C129 1.065
15 H 1.6134 -4.0823 1.8248  C142 1.089
16 H 3.0995 -5.9550 1.5983  C129 1.080
17 O -3.7978 4.8836 -3.4859  C54 1.275
18 C -4.5381 2.2513 -6.5653  H24 1.096, C127 1.522, H146 1.091, H178 1.078
19 H -3.2036 5.1464 3.6125  C26 1.155
20 O -0.0714 -1.2270 -5.0515  C202 1.283
21 H 0.0957 -6.7939 -6.9573  C41 1.043
22 H 3.1419 -4.3480 -6.4445  C1 1.089
23 H -5.2041 -0.7765 -8.0434  C206 1.086
24 H -4.8259 1.2777 -6.9793  C18 1.096
25 H -1.8836 3.3712 2.1433  C72 1.133
26 C -2.4465 5.8969 3.1682  H19 1.155, C69 1.523, N169 1.478, H172 1.106
27 H 6.2412 1.9939 1.8867  C37 1.094
28 H -1.2814 -1.2874 -10.8698  C81 1.044
29 O 2.3477 3.5506 -0.6132  C201 1.278
30 C -1.1161 -4.9900 1.3447  H35 1.103, H108 1.071, C153 1.538, N192 1.459
31 H 4.1780 -4.7572 -5.1265  C1 1.111
32 C -3.1668 6.3939 0.9906  C56 1.576, H143 1.091, N169 1.523, H196 1.116
33 N 5.6026 3.4081 4.8297  C48 1.530, C60 1.555, C114 1.515, C158 1.531
34 C 6.3685 1.3131 3.9594  C37 1.519, H40 1.137, H46 1.099, C48 1.532
35 H -1.9450 -5.6533 1.6431  C30 1.103
36 H 0.0604 3.4763 9.3659  C79 1.086
37 C 5.6673 2.0272 2.8169  H27 1.094, C34 1.519, C60 1.574, H67 1.087
38 H -3.4432 2.9418 -2.8369  C183 1.121
39 C -1.3693 0.6716 6.5363  H74 1.084, N109 1.370, C128 1.393
40 H 6.1847 0.1917 3.9387  C34 1.137
41 C -0.5373 -6.3757 -6.2421  C10 1.523, H21 1.043, N53 1.500, H61 1.123
42 H 1.0686 -4.1226 0.1672  C142 1.127
43 H -1.1756 0.8872 -6.1123  C211 1.105
44 C 0.6971 -0.6076 -2.1447  H65 1.067, N88 1.357, C118 1.378
45 C -1.0012 -4.2868 -5.1965  H2 1.084, C4 1.502, N53 1.528, H70 1.044
46 H 7.4458 1.5031 3.8585  C34 1.099
47 H 6.9096 5.1161 4.5358  C158 1.125
48 C 5.7206 1.9292 5.2030  N33 1.530, C34 1.532, H100 1.076, H205 1.102
49 H 0.9552 -5.6126 -4.0784  C193 1.059
50 H 5.2182 4.1428 0.7852  C62 1.083
51 H -3.7918 7.6392 3.5929  C69 1.104
52 O -1.3063 -3.7624 -1.5818  C167 1.251
53 N 0.1179 -5.0783 -5.8722  C41 1.500, C45 1.528, C193 1.463, C214 1.489
54 C -2.7679 5.2158 -2.8123  O17 1.275, O151 1.272, C198 1.577
55 H 4.7261 5.3592 8.2744  C144 1.094
56 C -2.9286 7.8049 1.6515  C32 1.576, H57 1.091, C69 1.564, H85 1.073
57 H -2.0446 8.2224 1.1676  C56 1.091
58 H 2.1901 -4.0280 -3.6020  C110 1.110
59 H -2.3967 -6.5881 -2.5129  C197 1.089
60 C 5.5877 3.5298 3.2793  N33 1.555, C37 1.574, H152 1.067, H173 1.049
61 H -0.6218 -7.0714 -5.3644  C41 1.123
62 C 4.6863 3.7042 -0.0505  H50 1.083, H78 1.098, H148 1.043, C201 1.533
63 H -2.2707 0.6825 -1.5503  C123 1.081
64 H 1.8330 -1.5648 5.7935  C159 1.103
65 H 0.7529 -1.0088 -3.1313  C44 1.067
66 C 0.5265 -5.9167 2.9057  H84 1.054, H119 1.087, H179 1.088, N192 1.462
67 H 4.6689 1.6523 2.6081  C37 1.087
68 H -0.4275 -7.5684 1.3798  C150 1.085
69 C -2.8157 7.3745 3.1513  C26 1.523, H51 1.104, C56 1.564, H90 1.090
70 H -0.7727 -3.2682 -5.2094  C45 1.044
71 H 2.9370 3.6042 6.7925  C149 1.106
72 C -2.4965 4.0609 1.4860  H25 1.133, H156 1.090, N169 1.454, H212 1.064
73 H 1.4769 -5.0760 -7.5143  C214 1.105
74 H -1.2013 1.5337 5.9012  C39 1.084
75 C -3.8741 0.0803 -4.2481  N171 1.327, H188 1.044, N191 1.317
76 H 0.8015 1.1166 1.6744  C92 1.076
77 H 1.7297 6.5689 0.9699  C180 1.086
78 H 4.7447 4.2587 -0.9963  C62 1.098
79 C 0.0033 2.7469 8.5640  H36 1.086, H96 1.088, H125 1.122, C154 1.529
80 H -1.6045 1.1784 1.0966  C203 1.158
81 C -1.7965 -1.8344 -10.1445  H28 1.044, H87 1.130, C115 1.534, H121 1.116
82 C 1.6804 -7.2916 0.6215  C129 1.624, H131 1.102, C150 1.523, H170 1.057
83 H -5.8258 2.0789 -4.8691  C127 1.115
84 H 0.2193 -5.1657 3.5789  C66 1.054
85 H -3.6976 8.5079 1.3960  C56 1.073
86 H -2.1411 -1.9446 -3.9445  C182 1.079
87 H -1.0955 -1.9415 -9.2647  C81 1.130
88 N 1.0623 0.6972 -2.0802  C44 1.357, C157 1.458, C163 1.375
89 C 0.6836 2.9418 4.7752  O103 1.274, C105 1.523, O124 1.277
90 H -2.0261 7.9055 3.6822  C69 1.090
91 H -1.9150 -5.6076 -7.7902  C10 1.070
92 C 0.3369 0.1966 1.3671  H76 1.076, H184 1.155, C203 1.519, N209 1.431
93 H -0.1539 -6.8141 -0.1879  C150 1.047
94 H -3.1531 -2.8025 7.3139  C218 1.042
95 H 0.8219 2.5165 -3.3286  C157 1.156
96 H 0.9600 2.2599 8.7417  C79 1.088
97 H -1.5810 0.0587 -7.6409  C211 1.087
98 O -1.0242 -2.1322 -6.9362  C202 1.294
99 H 0.8569 -3.4864 -6.9995  C214 1.069
100 H 4.7052 1.6149 5.3674  C48 1.076
101 H -3.3451 -5.2591 -1.6600  C197 1.104
102 H 3.5263 3.3502 4.8643  C114 1.070
103 O 1.3570 3.7497 5.4934  C89 1.274
104 H -0.2430 -4.6198 -7.8709  C214 1.104
105 C 1.3579 1.6333 4.3859  H11 1.095, C89 1.523, H126 1.057, H140 1.088
106 H 1.7483 6.7529 2.6778  C180 1.107
107 H 1.2535 0.9141 -4.1267  C157 1.109
108 H -1.0919 -4.8160 0.2886  C30 1.071
109 N -1.3977 0.7415 7.9041  C39 1.370, C112 1.299, C154 1.486
110 C 2.1019 -3.9577 -4.7064  C1 1.529, H58 1.110, H185 1.072, C193 1.517
111 H -4.6149 3.3656 -4.7207  C127 1.067
112 C -1.5943 -0.4431 8.3995  H12 1.058, N109 1.299, N213 1.364
113 H -5.9376 -1.8321 -9.1837  C206 1.128
114 C 4.2781 3.9871 5.2827  N33 1.515, H102 1.070, H147 1.127, C149 1.555
115 C -3.0345 -1.0755 -9.6488  C81 1.534, N194 1.394, O208 1.219
116 H -1.6360 -0.6624 1.6500  C203 1.114
117 H 0.4521 4.2889 1.6131  C220 1.068
118 C 0.3203 -0.9673 -0.8687  C44 1.378, H200 1.104, N209 1.386
119 H -0.0288 -6.7971 3.2204  C66 1.087
120 H -1.2650 -2.9031 1.2379  C153 1.110
121 H -2.1058 -2.8392 -10.5181  C81 1.116
122 H -0.6332 5.6372 -3.2863  C198 1.097
123 C -2.7742 0.7691 -2.5031  H63 1.081, N171 1.349, C183 1.347
124 O -0.5635 3.0509 4.5211  C89 1.277
125 H 0.0078 3.2644 7.5687  C79 1.122
126 H 2.2365 1.5848 4.9719  C105 1.057
127 C -4.7673 2.3674 -5.0653  C18 1.522, H83 1.115, H111 1.067, N191 1.533
128 C -1.6148 -0.6366 6.1262  C39 1.393, H177 1.069, N213 1.402
129 C 2.4674 -5.8744 0.7263  H14 1.065, H16 1.080, C82 1.624, C142 1.582
130 H -1.8330 -3.0874 8.4641  C218 1.080
131 H 2.0649 -7.9726 1.3977  C82 1.102
132 H -1.4421 1.4365 9.7796  C154 1.102
133 H -2.3717 -6.4433 -0.7537  C197 1.109
134 H -5.3222 -2.4678 -7.5852  C206 1.086
135 H -2.6878 -4.3056 3.5060  C216 1.073
136 H 2.4654 1.8404 -3.1399  C157 1.095
137 H -3.4294 -3.3696 2.2148  C216 1.148
138 H 4.6203 3.1392 7.3507  C149 1.129
139 H -0.8798 6.9912 1.4437  C141 1.096
140 H 1.6499 1.7902 3.3492  C105 1.088
141 C -0.8065 5.9034 1.3289  H139 1.096, N169 1.566, H176 1.136, C220 1.503
142 C 1.3617 -4.7842 1.0312  H15 1.089, H42 1.127, C129 1.582, N192 1.515
143 H -3.0915 6.2638 -0.0895  C32 1.091
144 C 3.9690 5.3082 7.4863  H55 1.094, C149 1.551, H164 1.087, H186 1.042
145 H -2.3089 -2.6140 3.4786  C216 1.070
146 H -5.1578 3.0325 -7.0084  C18 1.091
147 H 4.1529 5.0253 4.8635  C114 1.127
148 H 5.2613 2.8488 -0.2100  C62 1.043
149 C 3.9994 3.9125 6.8109  H71 1.106, C114 1.555, H138 1.129, C144 1.551
150 C 0.2123 -6.9228 0.7872  H68 1.085, C82 1.523, H93 1.047, N192 1.496
151 O -2.4990 5.0934 -1.5756  C54 1.272
152 H 4.6689 3.9660 2.9574  C60 1.067
153 C -1.1931 -3.6356 2.0684  C30 1.538, H120 1.110, H204 1.134, C216 1.527
154 C -1.2572 1.9149 8.8047  C79 1.529, N109 1.486, H132 1.102, H161 1.109
155 C 0.7113 -3.2390 5.0628  C159 1.562, O189 1.267, O195 1.260
156 H -2.3669 3.9358 0.4105  C72 1.090
157 C 1.4180 1.5325 -3.2210  N88 1.458, H95 1.156, H107 1.109, H136 1.095
158 C 6.7203 4.3325 5.3203  N33 1.531, H47 1.125, H165 1.018, H215 1.106
159 C 1.3622 -2.4532 6.2459  H5 1.063, H64 1.103, C155 1.562, H190 1.081
160 H -2.5943 -6.7733 -6.7148  C10 1.091
161 H -2.1503 2.5405 8.6021  C154 1.109
162 H 0.0867 0.5406 -7.2765  C211 1.052
163 C 0.9697 1.1339 -0.7794  H7 1.151, N88 1.375, N209 1.319
164 H 3.0133 5.3905 7.9974  C144 1.087
165 H 7.5241 3.7173 5.4329  C158 1.018
166 H 3.9527 -3.1001 -5.4475  C1 1.038
167 C -1.1521 -4.9845 -1.8025  O52 1.251, C197 1.551, O210 1.276
168 H -1.7746 5.8782 -4.6610  C198 1.103
169 N -2.2446 5.4651 1.7688  C26 1.478, C32 1.523, C72 1.454, C141 1.566
170 H 1.9677 -7.6542 -0.3286  C82 1.057
171 N -3.1215 -0.3135 -3.2286  C75 1.327, C123 1.349, C182 1.503
172 H -1.5445 5.6699 3.7663  C26 1.106
173 H 6.4001 4.1687 3.1022  C60 1.049
174 O 2.9229 2.7560 1.3746  C201 1.281
175 H 0.1446 5.1542 3.0811  C220 1.076
176 H -0.8039 5.6649 0.2178  C141 1.136
177 H -1.6922 -1.1283 5.1797  C128 1.069
178 H -3.5321 2.4691 -6.8847  C18 1.078
179 H 1.5589 -6.2459 3.0054  C66 1.088
180 C 1.6640 5.9867 1.8838  H9 1.080, H77 1.086, H106 1.107, C220 1.498
181 H -2.9548 -5.1439 -5.1502  C4 1.096
182 C -2.7131 -1.7490 -3.0508  H86 1.079, N171 1.503, H199 1.031, H219 1.091
183 C -3.3185 1.8559 -3.0836  H38 1.121, C123 1.347, N191 1.366
184 H 0.9458 -0.6921 1.7849  C92 1.155
185 H 1.4801 -3.0906 -4.8119  C110 1.072
186 H 4.0930 6.0535 6.7694  C144 1.042
187 H 1.8499 -6.0210 -5.4514  C193 1.094
188 H -4.3217 -0.4231 -5.0453  C75 1.044
189 O 1.4270 -3.1952 4.0187  C155 1.267
190 H 0.6713 -2.1354 7.0142  C159 1.081
191 N -3.9719 1.3921 -4.1897  C75 1.317, C127 1.533, C183 1.366
192 N 0.1909 -5.6157 1.5149  C30 1.459, C66 1.462, C142 1.515, C150 1.496
193 C 1.2838 -5.2019 -4.9975  H49 1.059, N53 1.463, C110 1.517, H187 1.094
194 N -3.7242 -1.9146 -8.7754  H8 1.014, C115 1.394, C206 1.444
195 O -0.3158 -3.9086 5.3546  C155 1.260
196 H -4.1537 5.9657 1.2890  C32 1.116
197 C -2.4236 -5.8659 -1.6985  H59 1.089, H101 1.104, H133 1.109, C167 1.551
198 C -1.6294 5.9968 -3.5737  H13 1.116, C54 1.577, H122 1.097, H168 1.103
199 H -3.6221 -2.2314 -2.9935  C182 1.031
200 H -0.1745 -1.9313 -0.6560  C118 1.104
201 C 3.2296 3.3747 0.2953  O29 1.278, C62 1.533, O174 1.281
202 C -0.6076 -1.1417 -6.2145  O20 1.283, O98 1.294, C211 1.490
203 C -1.1335 0.3285 1.7258  H80 1.158, C92 1.519, H116 1.114, H217 1.114
204 H -0.2797 -3.5048 2.7268  C153 1.134
205 H 6.2552 1.9183 6.1665  C48 1.102
206 C -5.1168 -1.7941 -8.4114  H23 1.086, H113 1.128, H134 1.086, N194 1.444
207 H -2.6972 -3.9568 -6.5150  C4 1.082
208 O -3.3725 0.0875 -9.7852  C115 1.219
209 N 0.5749 0.1148 -0.0416  C92 1.431, C118 1.386, C163 1.319
210 O -0.0162 -5.5466 -1.9523  C167 1.276
211 C -0.8157 0.1760 -6.8783  H43 1.105, H97 1.087, H162 1.052, C202 1.490
212 H -3.5283 3.9313 1.7099  C72 1.064
213 N -1.7751 -1.2972 7.3519  C112 1.364, C128 1.402, C218 1.476
214 C 0.5961 -4.5100 -7.1623  N53 1.489, H73 1.105, H99 1.069, H104 1.104
215 H 6.4335 4.8531 6.2534  C158 1.106
216 C -2.4867 -3.4707 2.8622  H135 1.073, H137 1.148, H145 1.070, C153 1.527
217 H -1.2665 0.7993 2.7265  C203 1.114
218 C -2.1294 -2.7229 7.4913  H6 1.087, H94 1.042, H130 1.080, N213 1.476
219 H -2.0993 -1.9353 -2.1681  C182 1.091
220 C 0.3586 5.2668 2.0331  H117 1.068, C141 1.503, H175 1.076, C180 1.498

Density functional theory data (ωB97M-V/def2-TZVPD) for the molecule C3H9NO2 in a non-equilibrium geometry.

Summary:
Total energy, eV: -8839.5790
Structure (SMILES): CC(C)(N)OO
Gap between HOMO and LUMO, eV: 10.61
LUMO, eV: 0.8

Last columns: bonded neighbours and bond lengths (Å).
Cartesian coordinates (Å):
1 C 0.5457 1.2640 -0.5401  H3 1.096, H9 1.096, C11 1.530, H12 1.096
2 O -1.3890 -0.0658 0.0640  O7 1.464, C11 1.436
3 H 0.2843 2.0741 0.1504  C1 1.096
4 N 0.6488 -0.4023 1.2590  C11 1.461, H13 1.021, H15 1.017
5 H 0.0968 -2.1761 -0.6625  C14 1.097
6 H -0.1274 -1.0422 -1.9798  C14 1.097
7 O -1.7451 0.7916 1.1956  O2 1.464, H8 0.972
8 H -2.4883 0.2481 1.5062  O7 0.972
9 H 0.0787 1.5145 -1.4996  C1 1.096
10 H 1.4792 -1.2203 -1.2391  C14 1.095
11 C 0.0437 -0.0897 -0.0336  C1 1.530, O2 1.436, N4 1.461, C14 1.529
12 H 1.6331 1.2696 -0.6733  C1 1.096
13 H 0.2913 0.3034 1.9045  N4 1.021
14 C 0.4040 -1.1902 -1.0321  H5 1.097, H6 1.097, H10 1.095, C11 1.529
15 H 0.2443 -1.2787 1.5804  N4 1.017

Density functional theory data (ωB97M-V/def2-TZVPD) for the molecule C3H8O2S in a non-equilibrium geometry.

Summary:
Total energy, eV: -18167.6248
Structure (SMILES): OC[C@H](O)CS
Gap between HOMO and LUMO, eV: 9.49
LUMO, eV: -0.1

Last columns: bonded neighbours and bond lengths (Å).
Cartesian coordinates (Å):
1 C 1.0530 -0.2541 0.7210  H2 1.070, H6 1.018, S10 1.779, C12 1.490
2 H 1.0869 -1.3018 0.9370  C1 1.070
3 H -1.4114 -1.7941 -0.1887  C9 1.145
4 H 0.1072 1.3141 -0.8831  O13 1.006
5 O -2.3412 -0.0934 -0.5285  H8 1.165, C9 1.291
6 H 1.5350 0.2870 1.4360  C1 1.018
7 H 3.4909 0.6228 0.0575  S10 1.693
8 H -1.9028 0.8664 -1.0228  O5 1.165
9 C -1.2023 -0.6924 -0.4221  H3 1.145, O5 1.291, C12 1.509, H14 1.158
10 S 2.1139 -0.0207 -0.6881  C1 1.779, H7 1.693
11 H -0.9561 0.1862 1.5726  C12 1.163
12 C -0.3839 0.1054 0.5628  C1 1.490, C9 1.509, H11 1.163, O13 1.475
13 O -0.5256 1.4120 -0.1078  H4 1.006, C12 1.475
14 H -0.6637 -0.6374 -1.4458  C9 1.158

Density functional theory data (ωB97M-V/def2-TZVPD) for a cluster of 4 separate species, C2H10O5 in total in a non-equilibrium geometry.

Summary:
Total energy, eV: -12472.0274
Structure (SMILES): CC(=O)O.O.O.O
Gap between HOMO and LUMO, eV: 11.11
LUMO, eV: 0.1

Last columns: bonded neighbours and bond lengths (Å).
Cartesian coordinates (Å):
1 O -3.2673 1.1752 0.4486  H11 0.992, C13 1.311
2 O -2.0084 -0.7193 0.3241  C13 1.266
3 H -0.7058 2.4177 0.1035  C16 1.109
4 H 1.6146 0.9260 -2.4839  O5 0.968
5 O 1.1801 0.3910 -3.1642  H4 0.968, H9 0.955
6 H -0.2838 1.3220 1.3675  C16 1.101
7 H 2.1848 0.5671 1.2658  O12 1.151
8 H 2.9876 -0.3174 0.7435  O12 0.981
9 H 0.6415 -0.1252 -2.5675  O5 0.955
10 O 0.8072 -3.1374 1.0997  H14 0.973, H17 1.010
11 H -3.8315 0.4737 0.8648  O1 0.992
12 O 2.8007 0.5340 0.2934  H7 1.151, H8 0.981
13 C -2.1257 0.5317 0.4767  O1 1.311, O2 1.266, C16 1.508
14 H -0.1001 -3.2823 0.7798  O10 0.973
15 H -0.3542 0.7688 -0.2661  C16 1.068
16 C -0.8762 1.3750 0.4414  H3 1.109, H6 1.101, C13 1.508, H15 1.068
17 H 1.3365 -2.9007 0.2728  O10 1.010